{"formula": "C39H64FN5O7SSeSi2W", "method": "ωB97M-V/def2-TZVPD", "symbols": ["W", "C", "C", "N", "C", "C", "C", "O", "O", "C", "O", "C", "C", "C", "F", "C", "C", "C", "N", "C", "C", "N", "C", "C", "H", "H", "H", "H", "H", "H", "H", "H", "H", "H", "H", "H", "H", "H", "H", "H", "H", "H", "C", "C", "O", "N", "C", "C", "C", "C", "C", "C", "N", "H", "H", "H", "H", "H", "H", "H", "H", "H", "H", "C", "C", "C", "C", "O", "Si", "S", "O", "C", "C", "C", "C", "O", "C", "C", "C", "C", "H", "H", "H", "H", "H", "H", "H", "H", "H", "H", "H", "H", "H", "H", "H", "H", "H", "H", "H", "H", "H", "H", "H", "H", "H", "H", "H", "C", "Si", "C", "C", "Se", "H", "H", "H", "H", "H", "H", "H", "H", "H"], "positions_angstrom": [[2.00207, 0.90690, 0.22553], [-4.11081, -1.27578, 4.52901], [-3.83654, 0.16755, 4.13885], [-2.84111, 0.27337, 3.04994], [-1.55037, 0.35252, 3.38055], [-0.52964, 0.46422, 2.47163], [0.88505, 0.42036, 2.97510], [1.15383, 0.46879, 4.14136], [1.79194, 0.27197, 2.01480], [-0.84695, 0.52540, 1.09800], [0.00286, 0.70592, 0.20222], [-2.23373, 0.32339, 0.72418], [-2.57884, 0.24043, -0.62607], [-3.87307, 0.00644, -0.96979], [-4.20395, -0.05483, -2.27119], [-4.88557, -0.16894, -0.00526], [-4.54001, -0.07816, 1.32509], [-3.21309, 0.17835, 1.71160], [-6.23476, -0.44633, -0.34946], [-7.20572, 0.61907, -0.14006], [-8.58262, 0.00974, 0.05466], [-8.90992, -0.82693, -1.15637], [-7.86268, -1.88872, -1.38822], [-6.52052, -1.20225, -1.56289], [-4.85867, -1.30793, 5.32080], [-3.20267, -1.75053, 4.90189], [-4.47365, -1.85882, 3.68136], [-3.43865, 0.72097, 4.98618], [-4.74391, 0.67889, 3.82640], [-1.31023, 0.31800, 4.43748], [-1.81714, 0.37704, -1.38581], [-5.31863, -0.24071, 2.05713], [-7.23034, 1.31921, -0.99004], [-6.94373, 1.19123, 0.74705], [-9.35178, 0.77056, 0.16823], [-8.59046, -0.65205, 0.91779], [-8.93619, -0.21598, -1.97634], [-9.83431, -1.24894, -1.06254], [-8.14354, -2.46745, -2.26533], [-7.84972, -2.53150, -0.51086], [-6.54360, -0.57060, -2.46077], [-5.75764, -1.96251, -1.71440], [4.69128, 1.97662, -1.23809], [4.17447, 1.48576, 0.08682], [3.77436, 0.20564, 0.15120], [5.00846, 1.88230, 1.14009], [4.75686, 1.57286, 2.53694], [3.77849, 2.52026, 3.19268], [4.04887, 3.15262, 4.39892], [3.08044, 3.97158, 4.95746], [1.87947, 4.13855, 4.28593], [1.71739, 3.49580, 3.06933], [2.64772, 2.72131, 2.52546], [4.06033, 1.65270, -2.05632], [5.70145, 1.59114, -1.38732], [4.71967, 3.06801, -1.24490], [5.40637, 2.79909, 1.00042], [5.70161, 1.59849, 3.07898], [4.37049, 0.55526, 2.58802], [4.99881, 2.99325, 4.89302], [3.26140, 4.47589, 5.89799], [1.08836, 4.75815, 4.68667], [0.80871, 3.62602, 2.48376], [2.22764, -3.99600, 0.22501], [1.61710, -2.77125, 0.89459], [0.14080, -2.99927, 1.17342], [2.38723, -2.50879, 2.18648], [1.75398, -1.58408, 0.01085], [1.63456, -1.67463, -1.66119], [1.76806, 0.35758, -2.15891], [0.14974, -2.31187, -1.92420], [-0.42656, -2.91533, -3.10345], [0.11131, -4.33285, -3.24516], [-0.08816, -2.07492, -4.32759], [-1.92735, -2.93378, -2.85906], [2.72062, -2.62170, -2.37345], [4.05594, -2.59480, -2.92455], [4.98776, -1.83878, -1.99357], [3.99920, -1.92621, -4.28968], [4.48146, -4.04800, -3.05221], [2.10326, -4.84893, 0.89292], [3.29257, -3.84405, 0.04730], [1.74976, -4.23232, -0.72545], [0.03210, -3.78861, 1.91954], [-0.38672, -3.28660, 0.26468], [-0.31707, -2.08846, 1.56449], [2.65204, -3.46354, 2.64176], [1.81316, -1.94599, 2.91697], [3.30577, -1.96499, 1.96897], [1.19565, -4.31188, -3.34753], [-0.31325, -4.81421, -4.12784], [-0.14643, -4.92697, -2.36575], [0.99151, -2.05825, -4.49282], [-0.42785, -1.04620, -4.18985], [-0.56589, -2.48818, -5.21721], [-2.14274, -3.41893, -1.90442], [-2.43393, -3.48075, -3.65647], [-2.31744, -1.91344, -2.83373], [4.65541, -0.80718, -1.88253], [5.99989, -1.83764, -2.40107], [5.01089, -2.30079, -1.00460], [3.61130, -0.90913, -4.20010], [3.35161, -2.48987, -4.96420], [4.99697, -1.88232, -4.72854], [4.47456, -4.53534, -2.07612], [5.49056, -4.10855, -3.46233], [3.80481, -4.58828, -3.71630], [3.39467, 5.75106, 0.51396], [1.97508, 5.42751, -0.61994], [2.35831, 5.61113, -2.40811], [0.39072, 6.15326, -0.03832], [1.60706, 3.13221, -0.39815], [3.58385, 6.82272, 0.63421], [4.30088, 5.29162, 0.11499], [3.19445, 5.32606, 1.49954], [2.49734, 6.66261, -2.67581], [1.55383, 5.20013, -3.02057], [3.27442, 5.06858, -2.64622], [0.42157, 7.24452, -0.10521], [0.20747, 5.87158, 0.99966], [-0.43952, 5.79042, -0.64564]], "lowdin_charge": [1.30, -0.05, -0.17, -0.01, 0.06, -0.02, -0.53, 0.15, -0.21, -0.27, -0.25, -0.03, 0.11, -0.19, 0.08, -0.14, 0.07, -0.10, -0.09, -0.13, -0.08, 0.07, -0.07, -0.14, 0.09, 0.09, 0.08, 0.13, 0.12, 0.16, 0.15, 0.12, 0.14, 0.14, 0.14, 0.14, 0.18, 0.19, 0.14, 0.14, 0.13, 0.15, -0.06, -0.64, -0.26, 0.05, -0.11, -0.25, 0.00, -0.04, -0.05, -0.18, 0.04, 0.02, 0.10, 0.07, 0.13, 0.13, 0.12, 0.12, 0.12, 0.11, 0.09, -0.02, -0.56, 0.00, -0.01, -0.25, -0.09, 0.47, -0.15, -0.63, -0.02, -0.02, -0.03, -0.15, -0.62, -0.01, -0.02, -0.02, 0.10, 0.09, 0.07, 0.10, 0.08, 0.07, 0.10, 0.07, 0.09, 0.07, 0.10, 0.09, 0.07, 0.09, 0.10, 0.09, 0.09, 0.07, 0.05, 0.10, 0.09, 0.07, 0.09, 0.10, 0.08, 0.10, 0.09, -0.20, 0.24, -0.21, -0.21, 0.53, 0.05, 0.03, 0.02, 0.05, 0.04, 0.03, 0.05, 0.03, 0.04], "charge": 2, "e_tot_ev": -159740.7010, "gap_ev": 5.80}